The following is a DFT calculation (ωB97M-V/def2-TZVPD) of 2 unconnected molecules or ions with the total composition C4H14N2O at a distorted geometry.

Results
LUMO = 0.0345 Eh
Gap between HOMO and LUMO = 9.18 eV
Energy above the lowest of the compared OMol25 structures with the same formula, charge and spin = 145.20 kJ/mol
Structure (SMILES) = CNC[C@@H](C)N.O

```
! wB97M-V def2-TZVPD RIJCOSX def2/J DEFGRID3
* xyz 0 1
C 2.01838 -0.37308 -0.42079
N 0.67054 -0.07993 -0.79375
C -0.30026 0.44397 0.13221
C -1.02261 -0.56309 1.00155
C -2.04451 0.12200 1.90511
N -1.66883 -1.53754 0.05625
H 2.06437 -0.56875 0.66230
H 2.56189 -1.11260 -0.99425
H 2.60418 0.57179 -0.44723
H 0.27403 -0.56714 -1.58385
H 0.22867 1.18682 0.74662
H -1.02202 1.02257 -0.44928
H -0.27058 -1.07894 1.60206
H -2.40041 -0.54317 2.68798
H -2.91850 0.35979 1.28647
H -1.72796 1.08403 2.29472
H -1.64375 -2.42692 0.55717
H -2.67095 -1.36211 0.14959
O 2.21393 1.95037 -3.12827
H 3.16445 1.92495 -2.95969
H 1.88993 1.54696 -2.30490
*
```